C52H50N5O5Tc as an isolated structure in a non-equilibrium geometry, computed with ωB97M-V/def2-TZVPD.

Element x y z (Å)
Tc1 -0.26 -0.20 -0.39
O1 0.07 0.02 1.60
C1 -0.69 -0.50 2.61
C2 -1.49 -1.74 2.09
C3 -2.57 -1.17 1.23
C4 -3.87 -1.20 1.70
C5 -4.87 -0.47 1.07
C6 -4.50 0.28 -0.04
C7 -3.20 0.23 -0.50
C8 -2.82 1.01 -1.72
C9 -1.87 2.21 -1.34
O2 -0.92 1.80 -0.46
C10 -2.69 3.37 -0.73
C11 -2.08 4.12 0.27
C12 -2.75 5.15 0.89
C13 -4.05 5.46 0.53
C14 -4.65 4.75 -0.49
C15 -3.97 3.71 -1.12
C16 -1.21 2.76 -2.61
C17 0.13 3.12 -2.53
C18 0.81 3.60 -3.64
C19 0.15 3.74 -4.85
C20 -1.19 3.41 -4.93
C21 -1.87 2.92 -3.82
N1 -2.24 -0.48 0.11
C22 0.29 -0.84 3.74
C23 0.67 -2.13 4.08
C24 1.61 -2.33 5.09
C25 2.16 -1.25 5.76
C26 1.78 0.04 5.42
C27 0.85 0.23 4.41
C28 -1.74 0.45 3.20
C29 -2.18 1.56 2.50
C30 -3.20 2.34 3.01
C31 -3.79 2.02 4.22
C32 -3.35 0.91 4.93
C33 -2.33 0.13 4.42
H1 -0.77 -2.34 1.54
H2 -1.94 -2.29 2.92
H3 -4.10 -1.76 2.59
H4 -5.88 -0.46 1.44
H5 -5.23 0.90 -0.54
H6 -2.25 0.38 -2.40
H7 -3.71 1.36 -2.23
H8 -1.08 3.86 0.56
H9 -2.26 5.71 1.68
H10 -4.58 6.26 1.02
H11 -5.66 4.99 -0.80
H12 -4.48 3.19 -1.92
H13 0.64 3.00 -1.59
H14 1.86 3.86 -3.56
H15 0.68 4.11 -5.72
H16 -1.71 3.53 -5.87
H17 -2.91 2.67 -3.92
H18 0.26 -2.98 3.57
H19 1.90 -3.33 5.36
H20 2.89 -1.41 6.54
H21 2.19 0.88 5.95
H22 0.55 1.23 4.14
H23 -1.70 1.80 1.56
H24 -3.54 3.20 2.45
H25 -4.59 2.63 4.61
H26 -3.80 0.66 5.87
H27 -1.97 -0.73 4.97
N2 -0.12 -1.38 -4.56
C34 -0.37 -1.25 -3.23
O3 -0.15 -0.19 -2.66
C35 -0.92 -2.41 -2.46
C36 -0.32 -2.33 -1.05
H28 0.23 -0.59 -5.07
H29 -0.34 -2.22 -5.07
H30 -0.71 -3.36 -2.97
H31 -2.00 -2.29 -2.40
H32 0.67 -2.77 -1.08
H33 -0.92 -2.99 -0.41
O4 1.65 -2.54 1.27
N3 2.88 -2.38 1.07
C37 3.75 -2.27 2.10
C38 5.11 -2.19 1.90
C39 5.62 -2.19 0.61
C40 4.72 -2.26 -0.44
C41 3.38 -2.35 -0.19
H34 3.30 -2.27 3.08
H35 5.76 -2.12 2.75
H36 6.68 -2.12 0.43
H37 5.06 -2.27 -1.47
H38 2.64 -2.41 -0.97
C42 5.48 2.86 -1.53
N4 4.66 1.70 -1.77
N5 3.86 1.21 -0.74
C43 2.67 0.72 -1.26
O5 1.82 0.17 -0.55
C44 2.75 0.96 -2.67
C45 3.92 1.59 -2.93
C46 4.45 2.13 -4.21
C47 4.38 1.02 0.54
C48 5.75 0.84 0.72
C49 6.29 0.75 1.98
C50 5.46 0.80 3.09
C51 4.09 0.92 2.92
C52 3.54 1.03 1.66
H39 5.76 2.88 -0.47
H40 4.96 3.79 -1.77
H41 6.39 2.79 -2.13
H42 1.97 0.70 -3.36
H43 3.79 1.85 -5.03
H44 5.45 1.75 -4.42
H45 4.50 3.22 -4.17
H46 6.39 0.75 -0.15
H47 7.36 0.63 2.10
H48 5.88 0.72 4.08
H49 3.44 0.92 3.77
H50 2.47 1.11 1.53

Calculated values
Multiplicity: 3
HOMO level (spin up / spin down): -6.21 / -6.15 eV
E_tot: -74621.2680 eV
LUMO energy (spin up / spin down): 0.283 / 0.275 eV
Kohn-Sham gap (spin up / spin down): 6.49 / 6.43 eV